(1)
Below is C36H48N4O8PS2Sm as an isolated structure in a non-equilibrium geometry, with properties calculated with ωB97M-V/def2-TZVPD.

## Properties
HOMO level (spin up / spin down): -0.297 / -0.298 Ha
energy relative to the best compared isomer or geometry (same formula, charge and spin): 3.8 kJ/mol
frontier orbital gap (spin up / spin down): 7.989 / 8.034 eV
2S+1: 6
energy: -109315.90660 eV

Element x y z (Å)
Sm -0.0865 1.4958 0.3175
C -0.4654 3.4845 4.7365
C -0.5297 3.0880 3.2998
N -0.5049 1.8669 2.9180
O -0.3409 0.9744 3.9935
C -0.5668 4.1049 2.1927
C -0.9897 5.5213 2.3156
N -0.1975 3.5719 1.0981
O -0.1859 4.0738 -0.0839
H 0.3643 2.9751 5.2256
H -1.3744 3.1750 5.2570
H -0.3466 4.5617 4.8324
H 0.0667 0.2041 3.5732
H -1.5591 5.6930 3.2295
H -1.6098 5.7791 1.4581
H -0.1263 6.1942 2.3109
C 1.0582 -4.7570 2.6370
C 0.1830 -3.6875 3.2788
C -0.5971 -2.9080 2.2022
C 0.1649 -2.8293 0.8595
C 1.6709 -2.7690 1.1656
C 2.1439 -4.1034 1.7658
P -0.4063 -1.4274 -0.1764
C 0.1697 -1.8013 -1.8998
C 1.5433 -1.1662 -2.2003
C 2.0424 -1.6150 -3.5707
C 2.3255 -3.1323 -3.5877
C 1.5260 -3.8769 -2.5111
C 0.1242 -3.2902 -2.3585
C -2.2429 -1.5687 -0.3141
C -3.0304 -1.0711 0.9083
C -4.4855 -0.7804 0.5122
C -5.0124 -1.7963 -0.5216
C -4.2742 -3.1234 -0.3897
C -2.7972 -2.9410 -0.7703
H 0.4271 -5.4089 2.0230
H 1.5110 -5.3989 3.3942
H 0.8170 -3.0041 3.8549
H -0.5150 -4.1250 3.9937
H -0.8121 -1.8978 2.5680
H -1.5676 -3.3804 2.0404
H -0.0215 -3.7450 0.2957
H 1.8508 -1.9442 1.8595
H 2.2562 -2.5412 0.2763
H 3.0434 -3.9326 2.3636
H 2.4359 -4.7830 0.9609
H -0.5405 -1.2284 -2.5023
H 2.2876 -1.4470 -1.4473
H 1.4654 -0.0826 -2.1662
H 2.9340 -1.0518 -3.8500
H 1.2783 -1.3630 -4.3153
H 3.3936 -3.3146 -3.4471
H 2.0731 -3.5476 -4.5671
H 2.0457 -3.8235 -1.5474
H 1.4633 -4.9384 -2.7584
H -0.4612 -3.9067 -1.6871
H -0.3937 -3.3503 -3.3231
H -2.4416 -0.8354 -1.1060
H -2.5912 -0.1751 1.3445
H -2.9994 -1.8244 1.6953
H -4.5606 0.2328 0.1082
H -5.1089 -0.8075 1.4094
H -4.8644 -1.4048 -1.5345
H -6.0893 -1.9318 -0.4070
H -4.7250 -3.8967 -1.0138
H -4.3526 -3.4831 0.6435
H -2.6996 -3.0159 -1.8561
H -2.2089 -3.7618 -0.3528
O 3.4308 1.7691 -2.3927
S 3.4329 2.3829 -1.0986
O 3.5254 3.8019 -0.9747
N 2.1573 1.8091 -0.2287
C 2.5532 1.0519 0.8227
O 1.7195 0.5056 1.5761
C 4.0290 0.9180 0.9448
C 4.7561 0.2337 1.8967
C 6.1419 0.2687 1.7902
C 6.7602 0.9787 0.7579
C 6.0190 1.6682 -0.1943
C 4.6432 1.6102 -0.0741
H 4.2530 -0.3050 2.6910
H 6.7521 -0.2546 2.5154
H 7.8417 0.9960 0.6970
H 6.4998 2.2190 -0.9931
O -4.6786 2.5988 -0.7648
S -3.3857 3.1795 -0.5623
O -3.1934 4.0172 0.5815
N -2.2250 1.9714 -0.6046
C -1.4692 2.0877 -1.7160
O -0.4969 1.3025 -1.9093
C -1.8126 3.2306 -2.5984
C -1.2417 3.6216 -3.7908
C -1.7610 4.7550 -4.4105
C -2.8227 5.4611 -3.8418
C -3.3918 5.0616 -2.6406
C -2.8515 3.9428 -2.0432
H -0.4104 3.0682 -4.2090
H -1.3355 5.0994 -5.3447
H -3.2110 6.3393 -4.3418
H -4.2109 5.6099 -2.1924

Cartesian forces (eV/Å) of the 2 atoms listed first:
Sm 0.556 -0.254 0.969
C -0.054 0.137 0.010

=====

(2)
Below is a 10-piece molecular cluster, C36H49BN9 overall in a non-equilibrium geometry, with properties calculated with ωB97M-V/def2-TZVPD.

## Properties
HOMO level: -0.186 Ha
energy relative to the best compared isomer or geometry (same formula, charge and spin): 0.0 kJ/mol
charge: -1
frontier orbital gap: 7.492 eV
energy: -52195.83060 eV

Element x y z (Å)
B -0.5310 0.1742 0.5299
H -1.5064 -0.1634 1.1230
H 0.3035 -0.6634 0.6374
H -0.5867 0.3189 -0.7514
H 0.0598 1.2045 0.9513
N -2.8254 2.3776 4.9890
C -2.0510 1.5067 4.1603
C -2.2146 0.0814 4.6201
C -2.9839 0.2710 5.9264
C -3.4813 1.7090 5.9846
H -3.0511 3.3934 4.5568
H -1.4299 1.7345 3.2331
H -1.8329 -0.8289 4.1316
H -3.1939 -0.5801 6.6203
H -4.1245 2.3824 6.7694
N -0.8268 2.2335 -5.2660
C -1.1279 1.6536 -4.1117
C -2.0510 0.4471 -4.5204
C -2.0421 0.4000 -6.0897
C -1.3212 1.6717 -6.4647
H -0.4867 3.1278 -5.3311
H -0.7339 1.9464 -3.1238
H -2.3087 -0.2609 -3.6537
H -2.4890 -0.5361 -6.7025
H -0.9413 1.9270 -7.4335
N 2.1696 1.7863 -0.7367
C 2.2447 2.0385 -2.0990
C 3.4074 2.9563 -2.2878
C 4.0196 3.1791 -1.0062
C 3.2463 2.3630 -0.1334
H 1.5688 1.1303 -0.4210
H 1.5751 1.6323 -2.9230
H 3.7387 3.6269 -3.2419
H 4.7941 3.6690 -0.7586
H 3.3065 1.8003 0.8892
N -0.5481 -4.4269 2.2106
C -0.2440 -5.6479 2.6421
C 0.1789 -5.5733 3.9942
C 0.2998 -4.1065 4.3776
C -0.2897 -3.4260 3.2136
H -0.9375 -4.1015 1.2963
H -0.4685 -6.5235 2.3038
H 0.5189 -6.4852 4.4265
H 0.7346 -3.8540 5.3572
H -0.3581 -2.2361 2.9756
N 0.9141 4.6151 -0.5604
C -0.4571 4.5604 -0.2856
C -0.9473 6.0314 -0.3250
C 0.2380 6.9788 -0.6171
C 1.3500 5.8757 -0.9394
H 1.3584 3.7146 -0.6179
H -0.8552 3.6654 0.0210
H -1.9319 6.3206 -0.0933
H 0.4166 8.1059 -0.8252
H 2.3578 6.0603 -1.1681
N 3.2851 -3.1099 -2.0833
C 3.7467 -3.4244 -3.3030
C 3.5721 -2.3117 -4.2791
C 2.7672 -1.3144 -3.3763
C 2.6390 -1.8431 -2.0346
H 3.4373 -3.6212 -1.2034
H 4.4197 -4.3020 -3.5357
H 3.9778 -2.4492 -5.2940
H 2.4337 -0.2129 -3.7741
H 2.0971 -1.2207 -1.3134
N -3.2483 1.8443 -0.3136
C -4.0156 1.7387 -1.4653
C -5.1112 2.9103 -1.3854
C -4.9986 3.3731 0.0314
C -3.7296 2.7995 0.6216
H -2.1828 1.3798 -0.1854
H -3.8645 1.0587 -2.1966
H -5.8514 3.2142 -2.0399
H -5.7991 3.9151 0.6221
H -3.1316 2.7946 1.6409
N 5.1003 -1.7549 1.5162
C 3.8698 -1.2487 1.3516
C 3.1052 -1.7511 2.5220
C 3.9154 -2.5848 3.3047
C 5.2824 -2.5467 2.6448
H 5.7457 -1.7320 0.7573
H 3.5317 -0.6666 0.5389
H 1.9305 -1.4741 2.8827
H 3.5515 -2.9787 4.1434
H 6.2815 -3.0456 2.7652
N -1.5921 -2.9929 -0.2957
C -0.9701 -4.1271 -0.8381
C -1.8350 -5.2484 -0.6985
C -2.9137 -4.7599 0.1982
C -2.7343 -3.2469 0.3643
H -1.3468 -2.0840 -0.2942
H 0.0185 -4.2561 -1.5232
H -1.7273 -6.2491 -1.2606
H -3.8666 -5.1504 0.5479
H -3.4120 -2.5778 0.7875

Cartesian forces (eV/Å) of the 2 atoms listed first:
B 1.384 1.015 -1.063
H -0.604 0.095 0.049

=====

(3)
Below is C36H49BeN5P2Si as an isolated structure in a non-equilibrium geometry, with properties calculated with ωB97M-V/def2-TZVPD.

## Properties
HOMO level: -0.283 Ha
energy relative to the best compared isomer or geometry (same formula, charge and spin): 62.3 kJ/mol
frontier orbital gap: 7.891 eV
energy: -72433.17957 eV

Element x y z (Å)
Be 1.6115 1.1375 -1.7318
C 3.4951 -0.6903 3.4686
C 3.0736 -1.4987 2.4833
C 1.6471 -1.5867 2.0219
C 0.9575 -0.2196 1.9374
C -0.1681 0.0436 2.9359
C 0.1005 0.2072 4.2365
C 1.4019 -0.1577 4.8780
C 2.6915 0.3672 4.1464
C 0.1875 2.0559 -2.2071
H 4.4902 -0.7978 3.9005
H 3.7422 -2.2641 2.0593
H 1.1109 -2.2690 2.7037
H 1.6062 -2.0877 1.0397
H 1.6687 0.5924 2.0881
H 0.6272 -0.0485 0.8960
H -1.1713 0.2222 2.5097
H -0.6668 0.6444 4.8747
H 1.4643 -1.2502 5.0103
H 1.3857 0.2524 5.9023
H 2.3814 1.1752 3.4706
H 3.3006 0.8683 4.9128
H 0.3061 3.1472 -2.1513
H -0.6036 1.8226 -1.4485
H -0.2882 1.8555 -3.1877
P -2.6324 1.3523 -0.7826
P -0.8765 -2.0808 -1.1975
N -3.3381 1.7884 0.7307
N -4.0204 1.9494 -1.7404
N -1.7831 -3.0067 0.1716
N -1.0701 -3.3750 -2.3528
C -3.0799 -0.3921 -0.6662
C -2.3984 -1.2367 -1.7528
C -3.0315 2.9597 1.4335
C -3.8404 3.0276 2.5607
C -4.6955 1.8770 2.5450
C -4.3729 1.1411 1.4150
C -3.9154 2.7485 -2.8813
C -5.1979 3.0210 -3.3465
C -6.1187 2.3652 -2.4654
C -5.3766 1.7056 -1.4985
C -1.4826 -2.8907 1.5305
C -2.5142 -3.4062 2.2963
C -3.5336 -3.8164 1.3835
C -3.0590 -3.5678 0.0997
C -1.2551 -4.7306 -2.0410
C -1.8733 -5.3702 -3.1081
C -2.0940 -4.3755 -4.1249
C -1.5545 -3.1904 -3.6614
H -4.1719 -0.4968 -0.7678
H -2.8033 -0.7255 0.3397
H -3.1282 -1.9825 -2.1089
H -2.0721 -0.6446 -2.6213
H -2.2661 3.6205 1.0512
H -3.8344 3.8127 3.3068
H -5.4651 1.6173 3.2617
H -4.8093 0.2230 1.0579
H -2.9380 3.0271 -3.2435
H -5.4459 3.6041 -4.2114
H -7.1948 2.3717 -2.5314
H -5.6991 1.0853 -0.6764
H -0.5744 -2.4218 1.8586
H -2.5370 -3.4869 3.3763
H -4.4976 -4.2321 1.6360
H -3.5465 -3.7652 -0.8407
H -0.9227 -5.1310 -1.0995
H -2.1623 -6.4166 -3.1518
H -2.6089 -4.5131 -5.0714
H -1.5055 -2.2125 -4.1212
C 3.0052 -0.6427 -3.3196
Si 4.2230 0.4111 -2.3558
C 5.4719 -0.7140 -1.5521
C 5.2778 1.7165 -3.2146
N 3.1214 1.2794 -1.2884
C 3.5247 2.0035 -0.1800
C 2.5442 2.4536 0.7432
C 2.9346 2.9180 2.0094
C 4.2837 3.2208 2.2808
C 5.2656 2.9086 1.3309
C 4.8984 2.2352 0.1571
H 3.5936 -1.4235 -3.8323
H 2.4626 -0.0591 -4.0774
H 2.2698 -1.1805 -2.6927
H 5.9768 -1.3429 -2.2987
H 6.2502 -0.1211 -1.0607
H 5.0518 -1.3808 -0.7901
H 4.6947 2.3270 -3.9168
H 5.6953 2.4110 -2.4715
H 6.1278 1.2555 -3.7438
H 1.4955 2.4785 0.4508
H 2.1899 3.0607 2.8049
H 4.5528 3.7293 3.2155
H 6.3138 3.1742 1.5490
H 5.7202 1.9311 -0.4868

Cartesian forces (eV/Å) of the 2 atoms listed first:
Be 0.483 1.773 -0.243
C 0.301 -0.360 -0.529

=====

(4)
Below is C36H49BrCl6N4O3SiV as an isolated structure in a non-equilibrium geometry, with properties calculated with ωB97M-V/def2-TZVPD.

## Properties
HOMO level (spin up / spin down): -0.391 / -0.398 Ha
energy relative to the best compared isomer or geometry (same formula, charge and spin): 48.9 kJ/mol
charge: +1
frontier orbital gap (spin up / spin down): 7.632 / 7.624 eV
2S+1: 3
energy: -228969.10705 eV

Element x y z (Å)
V 2.4954 0.5183 1.1411
Cl -1.0086 1.0091 2.6031
C 0.1745 -0.0202 3.3199
C 1.4428 -0.1251 2.7575
C 2.3690 -0.8365 3.4974
Cl 3.9729 -0.7754 2.8214
C 2.1070 -1.4930 4.6863
Cl 3.3411 -2.3435 5.5250
C 0.8041 -1.4388 5.1793
Cl 0.4019 -2.2640 6.6279
C -0.1591 -0.6880 4.5022
Cl -1.7507 -0.5853 5.1352
O 0.2366 6.4903 3.6328
C 1.0567 5.6710 4.4345
C 1.5031 4.4837 3.6350
C 2.5080 3.6412 4.1064
C 2.8369 2.5181 3.3816
N 2.2402 2.2006 2.2314
C 1.3191 3.0386 1.7358
C 0.9183 4.1784 2.4192
C 0.7867 2.6275 0.4298
C -0.0635 3.4099 -0.3323
C -0.5173 2.9507 -1.5602
C -1.4699 3.7714 -2.3916
O -1.2502 5.1598 -2.2846
C -0.0724 1.7027 -1.9836
C 0.7890 0.9841 -1.1846
N 1.2320 1.4227 0.0023
H -0.1028 7.2164 4.1634
H 0.5129 5.2969 5.3110
H 1.9368 6.2131 4.7974
H 3.0176 3.8573 5.0363
H 3.6078 1.8481 3.7400
H 0.1500 4.8296 2.0300
H -0.3805 4.3823 0.0185
H -2.4851 3.6047 -2.0248
H -1.4385 3.4277 -3.4304
H -0.4121 5.3917 -2.6965
H -0.4003 1.2905 -2.9294
H 1.1334 0.0114 -1.5070
N 4.0817 1.9111 0.4713
C 4.6549 1.6464 -0.5089
N 5.3074 1.3874 -1.5990
C 6.7116 0.9619 -1.6011
C 7.5045 1.9571 -2.4405
O 6.9448 2.0760 -3.7352
C 5.6135 2.5491 -3.7033
C 4.7222 1.5847 -2.9276
H 6.7738 -0.0316 -2.0516
H 7.0829 0.9191 -0.5792
H 8.5291 1.6154 -2.5715
H 7.5101 2.9346 -1.9409
H 5.2823 2.6267 -4.7372
H 5.5739 3.5419 -3.2356
H 4.7007 0.6210 -3.4431
H 3.7071 1.9666 -2.8277
C -5.5333 -1.8599 -1.8660
C -4.4368 -1.2813 -0.9589
C -3.9389 0.0396 -1.5683
C -5.0588 -0.9276 0.4008
Si -3.0223 -2.5738 -0.7230
Br -1.3467 -1.3260 0.1902
C -2.2351 -3.2271 -2.3646
C -3.1247 -4.3209 -2.9768
C -2.1009 -2.0892 -3.3869
C -0.8269 -3.8073 -2.1565
C -3.3756 -3.9251 0.6038
C -4.7432 -4.5778 0.3464
C -2.3013 -5.0213 0.5670
C -3.3667 -3.3441 2.0280
H -6.3656 -1.1528 -1.9306
H -5.9289 -2.8009 -1.4769
H -5.1709 -2.0356 -2.8814
H -4.7925 0.7149 -1.6873
H -3.4849 -0.0909 -2.5492
H -3.2151 0.5290 -0.9151
H -5.8003 -0.1354 0.2603
H -4.3069 -0.5552 1.1002
H -5.5723 -1.7772 0.8525
H -4.1312 -3.9539 -3.1912
H -3.2124 -5.1883 -2.3200
H -2.6875 -4.6630 -3.9196
H -3.0732 -1.7318 -3.7299
H -1.5601 -2.4568 -4.2644
H -1.5372 -1.2480 -2.9748
H -0.8290 -4.6929 -1.5248
H -0.1471 -3.0755 -1.7196
H -0.4209 -4.1008 -3.1297
H -4.8122 -5.0066 -0.6568
H -5.5648 -3.8709 0.4751
H -4.8963 -5.3894 1.0635
H -2.3281 -5.5944 -0.3611
H -2.4797 -5.7211 1.3885
H -1.3001 -4.6066 0.7003
H -4.0643 -2.5181 2.1553
H -2.3723 -2.9993 2.3110
H -3.6574 -4.1319 2.7297
Cl 2.0485 -1.6348 0.4396
C 3.3799 -0.7654 -0.2372
H 3.2874 -0.7139 -1.3217
H 4.3234 -1.2365 0.0343

Cartesian forces (eV/Å) of the 2 atoms listed first:
V 2.610 -0.904 0.454
Cl -0.167 0.199 -0.131

=====

(5)
Below is C36H49ClKN4O2S5Sb as an isolated structure, with properties calculated with ωB97M-V/def2-TZVPD.

## Properties
HOMO level: -0.025 Ha
energy relative to the best compared isomer or geometry (same formula, charge and spin): 20.2 kJ/mol
charge: -2
frontier orbital gap: 4.387 eV
energy: -137748.20962 eV

Element x y z (Å)
K -0.1305 0.0927 1.4397
Cl -3.1941 -3.4717 6.5520
C -2.4466 -3.1525 4.9924
C -3.1268 -3.4960 3.8181
C -2.5550 -3.2400 2.6016
C -1.2601 -2.6187 2.4449
O -0.8126 -2.3662 1.2956
C -0.5728 -2.3115 3.6898
C 0.7746 -1.7800 3.8109
N 1.5549 -1.4107 2.8686
C 2.8430 -1.0050 3.2142
C 3.6726 -1.7968 3.9750
C 4.9757 -1.3823 4.3222
C 5.4498 -0.1746 3.9041
C 4.6452 0.6495 3.0793
C 5.0846 1.9132 2.6217
C 4.2867 2.6443 1.7985
C 3.0462 2.0942 1.4018
N 2.5854 0.9472 1.8290
C 3.3529 0.2252 2.6874
C -1.2031 -2.5798 4.9189
H -4.1083 -3.9522 3.8839
H -3.0742 -3.4788 1.6797
H 1.1216 -1.6868 4.8483
H 3.3028 -2.7570 4.3141
H 5.5912 -2.0303 4.9360
H 6.4377 0.1731 4.1848
H 6.0481 2.2877 2.9513
H 4.5634 3.6331 1.4579
H 2.4051 2.6317 0.7082
H -0.6836 -2.3226 5.8356
S 3.7084 6.4817 3.5716
C 2.5125 5.3318 3.2850
S 2.0128 4.1441 4.4009
C 0.7961 3.2881 3.4517
C 0.6247 3.7966 2.1969
S -0.3241 3.2382 0.8444
S 1.6047 5.2167 1.8450
S 0.0813 1.9424 4.2927
C -4.8559 -0.3315 2.9777
N -4.0091 0.4510 2.1004
C -3.3044 1.5674 2.7293
C -3.5303 -0.0179 0.9153
O -2.4855 0.3692 0.4229
N -4.3125 -0.9956 0.2792
C -5.7043 -0.6894 0.0195
C -3.6397 -1.6447 -0.8313
H -4.3365 -0.4984 3.9252
H -5.0659 -1.3035 2.5397
H -5.7975 0.1861 3.1912
H -4.0365 2.2301 3.1972
H -2.7244 2.1157 1.9872
H -2.6019 1.2304 3.4964
H -6.1431 -0.1387 0.8489
H -6.2673 -1.6167 -0.1155
H -5.8212 -0.0849 -0.8918
H -2.6373 -1.9410 -0.5206
H -3.5608 -0.9870 -1.7055
H -4.2111 -2.5347 -1.1074
C -2.0326 1.6232 -3.1143
C -0.5972 1.6096 -3.6563
C -0.6096 1.6276 -5.1823
C 0.1014 2.8690 -3.1358
Sb 0.3566 -0.1275 -2.7029
C 2.5018 0.2073 -3.0755
C 2.9607 1.1337 -1.9468
C 3.2132 -1.1360 -2.8938
C 2.8839 0.7980 -4.4296
C -0.1130 -1.8049 -4.0683
C 0.3273 -3.0734 -3.3331
C 0.5340 -1.7658 -5.4492
C -1.6337 -1.8622 -4.2197
H -2.5490 2.5247 -3.4720
H -2.0453 1.6390 -2.0205
H -2.6117 0.7582 -3.4451
H -1.0873 2.5539 -5.5321
H -1.1713 0.7941 -5.6060
H 0.3975 1.6008 -5.5996
H -0.4827 3.7465 -3.4445
H 1.1038 2.9853 -3.5501
H 0.1663 2.8939 -2.0435
H 2.7660 0.6910 -0.9676
H 2.4680 2.1066 -1.9638
H 4.0439 1.2999 -2.0261
H 2.9336 -1.6190 -1.9532
H 4.2986 -0.9704 -2.8657
H 3.0071 -1.8292 -3.7114
H 2.4699 1.7960 -4.5739
H 2.5558 0.1737 -5.2621
H 3.9778 0.8882 -4.4921
H 1.4088 -3.1153 -3.1865
H 0.0350 -3.9564 -3.9193
H -0.1401 -3.1493 -2.3481
H 1.6219 -1.8102 -5.3899
H 0.2657 -0.8669 -6.0055
H 0.2037 -2.6341 -6.0387
H -2.1297 -1.8855 -3.2469
H -1.9134 -2.7797 -4.7574
H -2.0306 -1.0176 -4.7821

Cartesian forces (eV/Å) of the 2 atoms listed first:
K 0.180 0.696 -0.086
Cl 0.000 -0.001 -0.011